[1]
110
Properties=species:S:1:pos:R:3:forces:R:3:mulliken_spin:R:1 method="wB97M-V/def2-TZVPD" orbital_gap_ha="0.2900 / 0.2720" multiplicity=4 s_squared=3.771 homo_ev="-7.6 / -7.6" charge=0
Re 1.359 1.429 -0.475 0.1 -0.4 -0.4 2.359
O 5.791 -0.001 -0.254 -1.5 -0.7 -0.1 -0.002
C 6.141 1.068 0.464 -0.2 1.2 0.5 -0.002
C 7.431 1.068 1.022 0.0 -0.6 -0.6 0.000
C 7.966 2.177 1.665 -1.0 -0.7 -0.3 0.000
C 7.124 3.259 1.866 0.5 -0.5 -0.5 0.000
C 5.851 3.244 1.356 -0.4 1.0 0.8 -0.004
C 5.301 2.202 0.650 0.2 -0.7 -0.6 0.004
C 3.904 2.353 0.110 2.8 -1.1 1.0 0.068
O 3.387 1.271 -0.373 -1.0 -0.5 -0.2 -0.014
N 3.337 3.483 0.221 -0.8 1.3 -0.4 -0.005
N 2.029 3.405 -0.269 -0.4 -0.2 -0.2 -0.049
C 1.479 4.504 -0.621 -0.6 0.8 -0.2 0.064
S -0.251 4.601 -1.018 0.6 0.4 -0.4 0.019
C -0.132 6.303 -1.731 0.0 -1.3 0.2 0.000
C 0.821 7.024 -0.883 2.1 0.9 -0.2 0.000
S 2.364 6.014 -0.729 -0.6 0.1 0.3 0.018
H 4.795 -0.011 -0.339 1.2 0.1 -0.1 -0.004
H 7.956 0.122 0.852 0.2 0.5 0.2 0.000
H 8.975 2.192 2.021 0.4 -0.1 0.2 0.000
H 7.514 4.116 2.344 0.1 0.9 0.6 0.000
H 5.208 4.080 1.578 -0.1 0.2 -0.2 0.000
H -1.087 6.758 -1.626 -1.0 0.2 -0.1 0.000
H 0.182 6.306 -2.763 0.0 -0.3 -0.3 0.000
H 0.438 7.244 0.091 -0.2 0.0 0.7 0.001
H 1.132 7.978 -1.344 -0.1 -0.3 0.2 0.000
C -0.484 -6.298 -1.011 1.4 0.0 0.4 0.000
C -1.613 -5.786 -0.157 0.3 0.4 0.2 0.000
C -2.971 -6.017 -0.881 1.6 -0.3 0.1 0.001
C -4.062 -5.670 0.059 -0.8 0.6 1.5 0.000
C -3.875 -4.279 0.626 -0.3 0.9 0.2 0.001
C -4.964 -3.502 1.084 0.4 -1.3 -1.4 0.000
C -4.814 -2.177 1.392 0.1 0.8 0.6 0.001
F -5.892 -1.410 1.673 -0.2 -0.4 0.0 0.000
C -3.586 -1.571 1.445 -0.8 -0.2 -0.1 0.001
C -2.512 -2.344 1.051 0.6 0.9 0.0 0.008
C -1.229 -1.639 1.040 1.2 -0.5 0.1 0.006
O -1.053 -0.595 1.654 -0.2 0.6 -0.1 0.010
C -0.147 -2.342 0.377 -0.2 -0.4 0.4 0.001
C -0.284 -3.688 0.114 1.5 2.3 -0.7 -0.001
N -1.442 -4.323 0.171 -2.1 -1.7 0.1 -0.001
C -2.614 -3.663 0.619 0.3 -0.1 -0.1 -0.006
C 1.171 -1.639 0.173 -0.6 -0.3 -0.6 -0.016
O 2.220 -2.129 0.534 0.1 0.3 -0.1 0.020
O 1.019 -0.536 -0.547 0.3 -0.4 0.4 0.193
H -0.672 -7.345 -1.106 0.2 -0.9 0.0 0.000
H 0.541 -6.162 -0.572 -1.0 -0.3 -0.2 0.000
H -0.406 -5.927 -2.026 -0.4 0.5 -0.1 0.000
H -1.590 -6.335 0.822 -0.2 0.3 -0.7 0.000
H -3.053 -7.063 -1.217 0.2 0.3 0.2 0.000
H -2.921 -5.397 -1.777 -0.3 0.1 0.1 0.000
H -4.058 -6.357 0.935 -0.1 0.1 -0.7 0.000
H -5.041 -5.689 -0.403 -0.3 -0.3 -0.1 0.000
H -5.951 -3.924 0.963 -0.2 0.0 0.3 0.000
H -3.502 -0.519 1.718 0.3 -0.4 -0.1 0.000
H 0.634 -4.135 -0.274 -0.6 -0.5 0.2 -0.002
C -1.085 3.340 4.421 0.8 -0.1 0.3 0.000
C -1.588 2.997 3.054 -0.8 -1.6 -0.9 0.000
N -0.451 2.714 2.183 1.0 -0.3 1.3 0.010
C 0.521 1.854 2.609 -0.7 -0.4 -0.1 0.002
N 1.433 1.429 1.748 0.3 -0.5 0.8 0.081
C 2.516 0.520 2.290 -1.1 0.9 -0.4 0.055
C 1.950 -0.387 3.352 0.8 -1.4 -0.2 0.011
C 1.341 0.431 4.456 -0.5 0.0 -0.4 -0.001
N 0.407 1.409 3.900 0.4 0.4 0.1 0.003
C -0.404 2.054 4.948 0.8 1.8 -0.9 0.000
H -1.870 3.603 5.130 -0.1 0.1 -0.2 0.000
H -0.378 4.203 4.332 -0.4 -0.7 0.3 0.000
H -2.145 3.772 2.547 -0.3 0.2 0.1 0.000
H -2.233 2.052 3.133 0.5 1.2 -0.2 0.000
H -0.585 2.702 1.195 -0.5 0.2 -0.5 0.002
H 3.356 1.135 2.667 -0.3 -0.3 -0.1 0.000
H 2.833 -0.047 1.428 0.4 -0.3 0.2 -0.016
H 2.767 -1.032 3.723 -0.1 0.5 0.2 0.001
H 1.276 -1.153 2.915 -0.1 0.9 0.2 -0.003
H 2.109 1.000 5.001 -0.1 -0.4 0.2 0.000
H 0.738 -0.217 5.110 0.4 0.3 0.2 0.000
H 0.231 2.354 5.800 0.0 -0.5 -0.2 0.000
H -1.148 1.361 5.270 -0.6 -0.6 0.4 0.000
O -2.427 2.643 0.073 -0.1 0.2 -0.4 0.031
C -1.902 1.755 -0.588 -0.9 -0.1 1.3 0.006
O -0.621 1.597 -0.640 0.3 0.2 -0.5 0.168
C -2.730 0.671 -1.198 -0.7 -1.0 -0.9 -0.011
C -4.140 0.616 -1.187 0.5 0.9 -0.3 0.005
C -4.892 -0.421 -1.741 -0.7 0.2 0.8 0.000
C -4.222 -1.479 -2.281 1.3 1.1 0.1 0.003
O -4.708 -2.570 -2.869 0.4 -1.2 -0.3 0.000
C -3.535 -3.264 -3.358 0.3 -0.6 0.4 0.000
O -2.331 -2.712 -2.780 -2.2 1.2 0.4 0.000
C -2.836 -1.442 -2.289 1.3 -1.3 -0.1 -0.007
C -2.068 -0.412 -1.789 0.2 -0.3 -0.1 -0.024
H -4.686 1.486 -0.882 -0.1 0.3 0.6 0.000
H -5.978 -0.463 -1.616 0.4 0.3 -0.3 0.000
H -3.451 -3.157 -4.417 -0.2 0.3 -0.9 0.000
H -3.675 -4.331 -3.131 0.3 0.4 0.1 0.000
H -0.976 -0.414 -1.829 -0.4 -0.3 0.0 0.043
C 1.643 1.702 -2.640 0.8 1.0 2.0 -0.059
C 1.094 0.674 -3.496 0.4 0.4 1.2 0.041
C 1.655 -0.574 -3.607 -0.1 -1.6 -1.6 -0.016
C 1.017 -1.484 -4.498 0.2 0.4 0.5 0.003
C -0.149 -1.120 -5.162 0.7 0.5 0.3 -0.004
C -0.675 0.159 -4.961 -0.3 -1.5 -0.2 0.001
C -0.092 1.005 -4.072 -1.4 0.7 -0.8 -0.007
H 1.309 2.713 -2.864 -0.5 0.0 -0.2 0.012
H 2.699 1.795 -2.772 1.1 -0.2 0.1 -0.002
H 2.590 -0.830 -3.091 -0.5 0.1 -0.2 0.003
H 1.382 -2.481 -4.732 0.3 0.1 0.4 0.000
H -0.597 -1.836 -5.829 -0.2 0.0 -0.2 0.000
H -1.576 0.401 -5.457 -0.9 0.4 -0.4 0.000
H -0.574 1.952 -3.802 0.3 -0.3 -0.3 -0.002

---

[2]
53
Properties=species:S:1:pos:R:3:forces:R:3:mulliken_spin:R:1 method="wB97M-V/def2-TZVPD" orbital_gap_ha="0.1810 / 0.1809" multiplicity=2 s_squared=0.760 homo_ev="-3.9 / -3.9" charge=-1
Pd 0.074 0.420 -0.039 -1.2 0.2 -0.5 0.000
O -0.753 -4.963 1.692 0.0 0.0 0.0 0.000
C 0.545 -4.513 1.673 0.0 0.0 0.0 0.002
C 1.525 -5.467 1.926 0.0 0.0 0.0 0.002
C 2.860 -5.104 1.928 0.0 0.0 0.0 -0.008
C 3.237 -3.792 1.668 0.0 0.1 0.0 0.018
C 2.256 -2.851 1.416 0.0 0.0 0.0 -0.026
C 0.904 -3.189 1.426 0.0 0.0 0.0 0.005
C -0.111 -2.094 1.177 -0.2 0.0 -0.2 -0.002
O 0.031 -1.515 -0.086 0.2 -0.3 0.1 0.000
N 0.002 -1.121 2.277 -0.1 -0.2 0.3 0.000
N -0.212 0.174 1.949 0.5 0.0 -0.4 0.000
C 0.011 1.119 2.785 -0.1 0.0 -0.1 0.000
C -0.149 2.514 2.425 0.2 0.2 0.1 0.000
Br -0.237 2.904 0.551 0.0 -0.1 0.0 0.000
C -0.157 3.552 3.267 0.0 0.0 -0.2 0.000
C -0.189 3.510 4.731 0.1 0.0 0.2 0.000
C 0.422 4.555 5.431 0.0 -0.1 0.0 0.000
C 0.429 4.576 6.815 0.0 0.0 0.0 0.000
C -0.193 3.562 7.530 0.0 0.0 0.0 0.000
C -0.831 2.536 6.849 0.0 0.0 0.0 0.000
C -0.835 2.510 5.463 0.0 0.1 -0.1 0.000
H -1.337 -4.264 1.383 0.0 0.0 0.0 0.000
H 1.214 -6.487 2.114 0.0 0.0 0.0 0.000
H 3.616 -5.854 2.128 0.0 0.0 0.0 0.000
H 4.277 -3.495 1.652 0.0 0.0 0.0 0.014
H 2.528 -1.822 1.195 0.0 0.0 0.0 0.001
H -1.137 -2.501 1.233 0.0 0.1 0.1 0.000
H 0.752 -1.277 2.939 0.2 0.1 -0.1 0.000
H 0.372 0.903 3.786 -0.1 -0.1 0.0 0.000
H -0.104 4.545 2.836 -0.1 0.0 0.0 0.000
H 0.915 5.344 4.877 0.0 0.0 0.0 0.000
H 0.923 5.386 7.336 0.0 0.0 0.0 0.000
H -0.191 3.577 8.612 0.0 0.0 0.0 0.000
H -1.339 1.753 7.398 0.0 0.0 0.0 0.000
H -1.377 1.727 4.950 0.0 0.0 0.0 0.000
O 0.075 0.559 -2.156 0.0 0.0 0.7 0.000
N 1.307 0.309 -2.616 0.2 -0.1 0.0 -0.001
C 2.098 1.333 -2.955 -0.1 0.0 0.1 -0.002
C 3.391 1.105 -3.369 0.0 0.1 -0.1 0.001
C 3.871 -0.191 -3.416 0.0 -0.1 0.1 0.000
C 3.030 -1.232 -3.045 0.1 0.0 0.0 0.005
C 1.750 -0.958 -2.632 -0.1 0.0 0.0 -0.006
H 1.647 2.306 -2.842 0.0 0.0 0.0 0.000
H 4.029 1.947 -3.591 0.0 0.0 0.0 0.001
H 4.902 -0.386 -3.668 0.0 0.0 0.0 -0.004
H 3.383 -2.250 -3.007 0.0 0.0 0.0 0.006
H 1.046 -1.682 -2.250 0.0 0.0 0.0 -0.001
Se 5.674 -1.721 -0.764 0.0 -0.1 0.1 0.509
Sb 5.088 0.246 0.623 -0.7 0.1 -0.1 -0.046
Se 5.631 0.215 2.947 0.3 -0.1 0.3 -0.010
Se 6.467 1.338 -1.097 0.1 0.2 -0.1 0.549
Se 2.701 0.992 0.523 0.8 0.1 0.0 -0.006

---

So what do the calculations give for strongest force on any atom? Going down the list: 3.2, 1.3 eV/A.
So what do the calculations give for molecular weight? Going down the list: 1095.2, 985.3 g mol⁻¹.
So what do the calculations give for ΔE to the lowest compared entry with this formula, charge and spin? Going down the list: 0.0, 51.4 kcal/mol.